[1]
{
  "formula": "C17H11F6N2O6S",
  "method": "ωB97M-V/def2-TZVPD",
  "e_tot_ha": -2212.61573,
  "orbital_gap_ev": 5.2,
  "smiles": "O=[N+]([O-])c1ccc([C@H](C=[N+]([O-])[O-])[C@H](c2ccc(C(F)(F)F)cc2)S(=O)(=O)C(F)(F)F)cc1",
  "lumo_ev": 1.3,
  "charge": -1,
  "species": ["F", "C", "F", "F", "S", "C", "C", "C", "C", "C", "C", "F", "F", "F", "C", "C", "O", "O", "H", "H", "H", "H", "H", "O", "N", "O", "C", "C", "C", "C", "C", "C", "N", "O", "O", "C", "C", "H", "H", "H", "H", "H", "H"],
  "xyz": [[4.684, 1.314, 2.518], [3.675, 0.508, 2.161], [4.123, -0.357, 1.215], [3.281, -0.222, 3.228], [2.216, 1.608, 1.618], [1.086, 0.420, 0.693], [-0.326, 0.618, 1.242], [-0.836, 1.893, 1.496], [-2.121, 2.037, 1.998], [-2.929, 0.906, 2.091], [-4.376, 1.079, 2.440], [-5.143, 0.035, 2.000], [-4.546, 1.157, 3.802], [-4.904, 2.226, 1.909], [-2.415, -0.381, 1.930], [-1.117, -0.512, 1.456], [1.612, 1.966, 2.877], [2.672, 2.601, 0.681], [1.496, -0.534, 1.067], [-0.258, 2.807, 1.308], [-2.497, 3.030, 2.255], [-3.034, -1.256, 2.122], [-0.699, -1.501, 1.241], [-1.473, -4.672, -3.319], [-1.836, -3.477, -3.415], [-2.952, -3.141, -3.878], [-0.950, -2.455, -2.969], [-1.404, -1.121, -2.968], [-0.694, -0.190, -2.235], [0.494, -0.547, -1.581], [1.258, 0.521, -0.790], [2.720, 0.376, -1.078], [3.360, 1.368, -1.731], [4.622, 1.352, -1.873], [2.665, 2.317, -2.171], [0.981, -1.860, -1.668], [0.284, -2.816, -2.401], [-2.331, -0.877, -3.479], [-1.046, 0.838, -2.155], [0.883, 1.499, -1.146], [3.240, -0.561, -0.837], [1.910, -2.148, -1.175], [0.626, -3.850, -2.479]],
  "forces_ev_per_angstrom": [[-0.6, -0.5, -0.1], [0.4, -0.4, -0.5], [-0.4, 0.9, 1.3], [0.3, 0.4, -0.5], [-0.2, -0.1, -1.6], [-0.4, -0.1, 2.2], [0.4, -0.1, -0.4], [0.0, 0.3, 0.1], [-0.1, -0.1, -0.6], [-0.2, -0.1, 0.5], [-0.4, 0.0, 0.4], [0.5, 0.9, 0.4], [-0.2, 0.0, -0.9], [0.3, -1.0, 0.5], [-0.1, 0.3, -0.5], [0.2, -0.1, 0.3], [0.4, -0.1, -0.1], [-0.1, -0.2, 1.3], [-0.4, 0.0, -0.2], [-0.1, -0.6, 0.2], [0.0, -0.4, -0.3], [0.1, 0.3, -0.2], [-0.2, 0.3, 0.2], [-0.6, 2.0, -0.2], [-1.6, -1.9, -1.3], [1.9, -0.7, 0.8], [0.7, 1.1, 0.5], [-0.1, -0.8, 0.2], [0.4, 0.0, -0.1], [-0.2, 0.2, 0.7], [0.5, 0.0, -1.3], [0.5, -0.1, -0.5], [0.0, -0.7, 0.2], [-0.6, -0.2, 0.0], [0.3, 0.5, -0.3], [-0.3, -0.1, -0.4], [-0.5, 0.1, 0.3], [0.2, -0.1, 0.2], [0.1, -0.2, -0.1], [0.5, -0.4, 0.2], [-0.1, 1.0, -0.3], [-0.3, 0.2, -0.2], [-0.2, 0.4, 0.1]],
  "mulliken_charge": [-0.22, 0.66, -0.18, -0.24, 1.13, -0.58, 0.16, 0.06, -1.31, 0.37, 0.84, -0.27, -0.26, -0.27, -0.92, -0.23, -0.64, -0.56, 0.62, 0.47, 0.38, 0.39, 0.38, -0.61, 0.95, -0.61, -0.04, -0.63, -0.24, -0.05, 0.76, -1.74, 1.28, -0.84, -0.78, 0.03, -0.80, 0.45, 0.40, 0.59, 0.36, 0.30, 0.44]
}

***

[2]
{
  "formula": "C5H8O",
  "method": "ωB97M-V/def2-TZVPD",
  "e_tot_ha": -270.50298,
  "orbital_gap_ev": 10.5,
  "smiles": "C1C[C@@H]2C[C@@H]2O1",
  "lumo_ev": 1.2,
  "species": ["C", "C", "C", "C", "O", "C", "H", "H", "H", "H", "H", "H", "H", "H"],
  "xyz": [[1.620, 0.151, -0.320], [0.552, 0.202, 0.751], [-0.748, 0.877, 0.302], [-1.493, -0.288, -0.352], [-0.474, -1.067, -0.975], [0.658, -0.989, -0.148], [1.489, 0.847, -1.144], [2.661, -0.044, -0.071], [0.781, 0.135, 1.811], [-0.540, 1.640, -0.457], [-1.310, 1.348, 1.112], [-2.207, 0.023, -1.120], [-2.024, -0.891, 0.402], [1.036, -1.944, 0.210]],
  "forces_ev_per_angstrom": [[0.1, 0.0, -0.1], [0.0, 0.0, 0.1], [0.0, 0.1, 0.0], [-0.2, 0.2, 0.0], [0.0, 0.0, -0.1], [0.2, -0.1, 0.1], [-0.1, -0.2, 0.0], [-0.2, 0.1, 0.2], [0.1, 0.1, -0.2], [0.0, 0.0, 0.2], [0.1, -0.1, 0.0], [0.1, -0.1, 0.1], [0.1, 0.1, -0.1], [-0.1, 0.1, -0.1]],
  "mulliken_charge": [-0.78, -0.12, -0.59, -0.41, -0.40, -0.06, 0.22, 0.27, 0.36, 0.22, 0.35, 0.30, 0.27, 0.38]
}

***

[3]
{
  "formula": "C3H6N2O",
  "method": "ωB97M-V/def2-TZVPD",
  "e_tot_ha": -302.63267,
  "orbital_gap_ev": 10.5,
  "smiles": "NC(=O)[C@H]1CN1",
  "lumo_ev": 0.9,
  "species": ["N", "C", "O", "C", "C", "N", "H", "H", "H", "H", "H", "H"],
  "xyz": [[1.815, 0.232, -0.468], [0.949, 0.660, 0.497], [1.307, 1.023, 1.600], [-0.527, 0.499, 0.258], [-1.231, -0.401, -0.693], [-0.784, -0.904, 0.587], [2.674, -0.163, -0.116], [1.449, -0.185, -1.309], [-1.133, 1.269, 0.734], [-0.744, -0.832, -1.567], [-2.295, -0.209, -0.837], [-1.481, -0.988, 1.313]],
  "forces_ev_per_angstrom": [[0.0, -0.1, 0.0], [0.1, 0.0, 0.1], [0.1, 0.1, -0.4], [0.0, 0.2, 0.2], [0.0, 0.0, -0.3], [-0.2, -0.2, 0.3], [0.0, 0.2, -0.1], [0.0, 0.0, 0.1], [0.2, -0.2, 0.0], [0.0, 0.1, 0.2], [0.2, 0.1, 0.0], [-0.4, -0.1, -0.2]],
  "mulliken_charge": [-0.40, 0.38, -0.57, -0.10, -0.33, -0.45, 0.23, 0.22, 0.35, 0.18, 0.25, 0.23]
}

***

[4]
{
  "formula": "C21H29N3OS2",
  "method": "ωB97M-V/def2-TZVPD",
  "e_tot_ha": -1853.49637,
  "orbital_gap_ev": 8.3,
  "smiles": "CCc1ccccc1NC(=S)N(CCCN1CCOCC1)Cc1cccs1",
  "lumo_ev": 0.6,
  "species": ["C", "H", "H", "H", "C", "C", "C", "C", "C", "C", "C", "N", "C", "N", "C", "H", "C", "H", "H", "C", "N", "C", "C", "O", "C", "C", "H", "H", "H", "H", "H", "H", "H", "H", "H", "H", "H", "C", "C", "C", "C", "C", "S", "H", "H", "H", "H", "H", "S", "H", "H", "H", "H", "H", "H", "H"],
  "xyz": [[-1.622, -2.931, -2.531], [-0.664, -3.292, -2.165], [-1.531, -2.712, -3.593], [-2.359, -3.718, -2.399], [-2.025, -1.671, -1.763], [-2.132, -1.951, -0.290], [-3.150, -2.771, 0.180], [-3.261, -3.089, 1.521], [-2.342, -2.587, 2.426], [-1.330, -1.759, 1.981], [-1.223, -1.436, 0.634], [-0.198, -0.527, 0.253], [0.998, -0.932, -0.216], [1.920, 0.038, -0.468], [1.880, 1.332, 0.179], [2.884, 1.541, 0.567], [1.488, 2.489, -0.748], [2.181, 2.523, -1.591], [1.611, 3.420, -0.193], [0.074, 2.399, -1.323], [-0.960, 2.146, -0.325], [-1.055, 3.169, 0.709], [-2.112, 2.738, 1.729], [-3.373, 2.575, 1.128], [-3.305, 1.616, 0.099], [-2.269, 2.007, -0.955], [-2.219, 1.231, -1.720], [-2.576, 2.953, -1.431], [-4.301, 1.571, -0.344], [-3.050, 0.631, 0.519], [-2.234, 3.502, 2.499], [-1.798, 1.793, 2.199], [-0.096, 3.277, 1.216], [-1.341, 4.143, 0.278], [-0.135, 3.327, -1.882], [0.034, 1.567, -2.032], [1.203, 1.287, 1.034], [3.178, -0.310, -1.108], [4.287, -0.512, -0.127], [4.488, -1.566, 0.708], [5.625, -1.411, 1.532], [6.274, -0.240, 1.317], [5.509, 0.705, 0.101], [7.159, 0.136, 1.790], [5.946, -2.144, 2.250], [3.843, -2.426, 0.723], [3.440, 0.489, -1.808], [3.009, -1.239, -1.660], [1.312, -2.541, -0.479], [-0.469, 0.460, 0.174], [-0.604, -1.356, 2.673], [-2.414, -2.837, 3.474], [-4.061, -3.731, 1.859], [-3.869, -3.166, -0.523], [-1.276, -0.898, -1.943], [-2.991, -1.312, -2.133]],
  "forces_ev_per_angstrom": [[0.0, 0.1, -0.1], [0.0, 0.0, 0.0], [0.0, 0.0, -0.1], [-0.1, -0.1, 0.0], [0.1, -0.2, -0.1], [0.1, 0.2, 0.0], [0.0, 0.0, 0.0], [-0.1, -0.1, 0.0], [0.0, 0.0, 0.1], [0.0, 0.0, 0.0], [-0.1, -0.2, 0.2], [0.1, 0.2, 0.0], [0.0, -0.1, -0.1], [-0.3, 0.1, 0.0], [-0.1, 0.5, -0.1], [-0.2, -0.1, 0.1], [-0.2, -0.2, 0.1], [0.0, 0.1, 0.0], [0.1, 0.1, 0.0], [0.2, 0.1, 0.0], [0.0, 0.2, -0.1], [-0.2, -0.1, 0.3], [0.3, 0.2, 0.0], [-0.1, 0.2, 0.0], [0.0, -0.1, -0.4], [-0.3, -0.1, 0.2], [0.0, 0.0, 0.0], [0.0, -0.1, 0.0], [0.1, -0.1, 0.0], [-0.1, 0.1, 0.0], [0.1, -0.1, 0.0], [0.0, 0.1, 0.0], [0.0, 0.0, 0.0], [0.1, 0.0, 0.0], [0.0, -0.1, 0.0], [0.0, 0.0, 0.0], [0.1, 0.0, 0.0], [0.1, -0.1, -0.2], [0.3, 0.3, 0.0], [-0.1, 0.0, -0.1], [0.2, 0.1, 0.1], [0.0, 0.4, -0.2], [-0.2, -0.6, 0.2], [0.2, 0.0, 0.1], [0.1, -0.1, 0.1], [-0.2, -0.1, 0.0], [0.0, 0.0, 0.0], [0.1, 0.3, 0.0], [0.1, -0.8, -0.1], [0.0, 0.1, 0.0], [0.1, 0.0, 0.0], [0.0, 0.0, 0.1], [-0.1, -0.1, 0.0], [-0.1, -0.1, -0.1], [-0.1, 0.0, 0.0], [0.0, 0.1, 0.0]],
  "mulliken_charge": [-1.25, 0.23, 0.43, 0.35, -0.41, 1.08, -0.77, -0.72, -0.75, -0.31, -0.92, 0.76, 0.74, 0.47, -0.95, 0.26, -0.76, 0.41, 0.40, -1.14, 0.51, -0.69, -0.71, -0.46, -0.43, -0.88, 0.47, 0.40, 0.41, 0.20, 0.39, 0.29, 0.43, 0.33, 0.51, 0.29, 0.61, -1.52, 0.48, -0.40, -0.56, -0.46, -0.11, 0.45, 0.40, 0.46, 0.39, 0.57, -0.46, -0.20, 0.50, 0.42, 0.42, 0.46, -0.13, 0.51]
}

***

Here are the calculated energy above the lowest of the compared OMol25 structures with the same formula, charge and spin numbers, same order: 0.000, 1.494, 1.644, 0.011 (eV).